# 1
ORCA calculation (ωB97M-V with the def2-TZVPD basis set) on a structure of composition C32H33AlFN3OPSi.

Results
Gap between HOMO and LUMO = 0.292 hartree
LUMO energy = -2.67 eV
Charge = +1
Electronic energy = -66717.72241 eV
Maximum force = 0.854 eV/Å

Element x y z (Å)
Al -0.2618 0.2756 0.2410
O 2.3030 -0.8807 0.2123
C 1.7934 0.2246 0.0724
C 2.6561 1.4298 0.0398
C 4.0285 1.3365 -0.1848
C 4.8088 2.4763 -0.1502
C 4.2231 3.7105 0.1179
C 2.8589 3.8120 0.3346
C 2.0632 2.6697 0.2906
P 0.2616 2.7139 0.5686
C -0.1064 4.3741 -0.0771
C -0.5386 5.4289 0.7162
C -0.7943 6.6634 0.1342
C -0.6214 6.8418 -1.2290
C -0.1830 5.7885 -2.0220
C 0.0712 4.5555 -1.4488
C 0.0762 2.8441 2.3795
C 1.1497 2.7203 3.2569
C 0.9390 2.7835 4.6280
C -0.3389 2.9835 5.1301
C -1.4137 3.1063 4.2605
C -1.2109 3.0217 2.8935
H 4.4522 0.3597 -0.3804
H 5.8739 2.4110 -0.3296
H 4.8383 4.6001 0.1550
H 2.4133 4.7798 0.5285
H -0.6649 5.2936 1.7826
H -1.1275 7.4873 0.7516
H -0.8222 7.8060 -1.6772
H -0.0456 5.9322 -3.0855
H 0.4164 3.7286 -2.0605
H 2.1529 2.5870 2.8718
H 1.7805 2.6923 5.3033
H -0.4953 3.0576 6.1988
H -2.4120 3.2602 4.6500
H -2.0562 3.1107 2.2185
C -2.9781 2.9027 -0.9216
Si -3.4877 1.1569 -0.4725
C -4.5943 1.2922 1.0640
C -4.4150 0.4986 -1.9725
N -2.0916 0.1105 -0.1483
C -2.3838 -1.2626 -0.1082
C -3.6168 -1.8765 0.1495
C -3.7402 -3.2583 0.1421
C -2.6555 -4.0889 -0.1053
C -1.4130 -3.5206 -0.3498
C -1.3463 -2.1551 -0.3367
F -0.1229 -1.5008 -0.5639
H -3.8765 3.4365 -1.2414
H -2.2642 2.9345 -1.7456
H -2.5611 3.4597 -0.0854
H -5.0619 2.2789 1.0987
H -4.0319 1.1675 1.9920
H -5.4012 0.5569 1.0676
H -5.2211 1.1880 -2.2344
H -4.8569 -0.4870 -1.8328
H -3.7416 0.4394 -2.8303
H -4.4840 -1.2689 0.3661
H -4.7107 -3.6970 0.3346
H -2.7707 -5.1631 -0.1059
H -0.5279 -4.1116 -0.5441
C 1.2153 -1.7194 5.0861
N 0.3504 -1.2097 4.0377
C -1.0072 -1.0078 4.1253
C -1.4025 -0.5364 2.9166
N -0.2993 -0.4361 2.0990
C 0.7394 -0.8562 2.8124
H 0.9862 -1.2253 6.0276
H 2.2504 -1.5209 4.8212
H 1.0823 -2.7932 5.2091
H -1.5688 -1.2303 5.0155
H -2.3838 -0.2633 2.5702
H 1.7512 -0.9276 2.4491

***

# 2
ORCA calculation (ωB97M-V with the def2-TZVPD basis set) on a structure of composition C3H6ClN3O4S2 in a non-equilibrium geometry.

Results
Gap between HOMO and LUMO = 0.385 hartree
LUMO energy = -0.20 eV
Energy relative to the best compared isomer or geometry (same formula, charge and spin) = 0.0 kcal/mol
Electronic energy = -50057.84287 eV
Maximum force = 1.434 eV/Å

Element x y z (Å)
C 0.2640 -1.7289 -0.7041
C -1.0198 -1.4499 -0.5730
C 1.3080 -0.7660 -1.0855
N 2.2187 -0.5000 -0.2464
N -0.4568 1.1286 -1.2027
N 0.4749 1.5588 1.2179
O -2.6562 0.0911 -1.8766
O -2.2396 0.6192 0.4789
O 0.8885 3.1597 -0.6657
O -1.3404 2.9909 0.2854
S -1.7139 0.1890 -0.8075
S -0.0718 2.2333 -0.1948
Cl 3.4333 0.5986 -0.7143
H 0.6235 -2.7363 -0.5147
H -1.7592 -2.1851 -0.3057
H 1.2712 -0.3666 -2.0998
H -1.9938 2.2963 0.5497
H 0.6793 0.5744 1.1718
H 1.2671 2.0656 1.5774

***

# 3
ORCA calculation (ωB97M-V with the def2-TZVPD basis set) on the ion CH4N with charge +1 in a non-equilibrium geometry.

Results
Gap between HOMO and LUMO = 0.515 hartree
LUMO energy = -6.26 eV
SMILES = C=[NH2+]
Energy relative to the best compared isomer or geometry (same formula, charge and spin) = 11.2 kcal/mol
Charge = +1
Electronic energy = -2583.56247 eV
Maximum force = 2.804 eV/Å

Element x y z (Å)
C -0.5619 0.3024 -0.0682
N 0.5775 -0.2614 0.1338
H -1.1084 0.0465 -0.9641
H -1.2365 0.9555 0.5702
H 1.1988 -0.1768 0.9277
H 1.1305 -0.8662 -0.5994

***

# 4
ORCA calculation (ωB97M-V with the def2-TZVPD basis set) on the ion C5H7N2O2 with charge -1 in a non-equilibrium geometry.

Results
Gap between HOMO and LUMO = 0.292 hartree
LUMO energy = 3.89 eV
SMILES = C#CC(C)(C)N=[N+]([O-])[O-]
Energy relative to the best compared isomer or geometry (same formula, charge and spin) = 165.1 kcal/mol
Charge = -1
Electronic energy = -12368.65691 eV
Maximum force = 5.590 eV/Å

Element x y z (Å)
C -0.3676 1.8486 1.6053
C 0.0546 1.0032 0.8075
C 1.7611 -0.7509 0.0956
C 0.0383 0.4069 -1.5101
C 0.2222 -0.0609 -0.1001
N -0.6579 -1.1490 0.2459
N -1.8929 -0.9095 0.4408
O -2.4216 0.1948 0.1209
O -2.5406 -1.8544 0.9153
H -0.6773 2.3342 2.4828
H 2.4709 -0.5169 -0.7950
H 1.5401 -1.8532 0.2067
H 2.2446 -0.3369 1.1173
H -0.2126 -0.3379 -2.2338
H -0.6026 1.2289 -1.4400
H 1.0414 0.7531 -1.9589